A 12-piece molecular cluster, H24NO14S overall, computed with the ωB97M-V functional and the def2-TZVPD basis.

For the LUMO energy, the calculation gives 1.732 eV. For the largest force on an atom, the calculation gives 0.146 Eh/bohr. Its total energy is -1520.695750 Eh. The calculation puts the energy above the lowest of the compared OMol25 structures with the same formula, charge and spin at 84.5 kcal/mol. The value obtained for the HOMO-LUMO gap is 0.226 Ha. The net charge is -1. The molar mass is 294.25 g/mol. Its HOMO energy is -4.423 eV. As for the spin multiplicity: 1.

XYZ file:
```
40
Properties=species:S:1:pos:R:3:forces:R:3
N -0.43023 0.10650 -0.06458 0.0123 -0.9812 -1.2980
H 0.55978 -0.03950 0.33442 -1.8129 0.6563 -0.3975
H -1.18923 -0.03450 0.60442 0.2698 0.6143 1.0019
H -0.62922 -0.82950 -0.53158 0.6327 1.1829 -0.3192
H -0.62622 0.97250 -0.69258 0.7775 -2.1884 1.4615
S 0.82378 -3.20250 1.73442 -6.0488 1.0364 0.5941
O -0.29723 -3.81750 2.41542 -0.8476 -0.1430 1.3178
O 0.22877 -2.74650 0.41742 -0.3954 1.2272 -2.0024
O 1.27578 -2.01050 2.42342 1.4088 2.3981 1.1452
O 1.80978 -4.10950 1.47042 5.8143 -4.0626 -1.3422
O -2.32622 -2.43650 0.71642 1.3037 0.1029 1.1291
H -2.36922 -2.47150 1.74942 0.8770 -0.2458 -3.0443
H -1.29622 -2.67850 0.39342 -2.1329 0.3180 2.0773
O -0.51122 -0.27950 3.39342 -0.3657 1.8617 3.8949
H 0.27078 -0.81250 3.39442 1.2206 -1.7206 -1.5765
H -0.39623 -0.06850 4.40042 -1.1417 -0.0660 -2.5470
O -0.26523 2.26950 -3.64458 0.8722 4.6760 0.9246
H -0.36423 3.19650 -4.20258 0.3920 -3.6469 2.1942
H 0.09178 2.67250 -2.66458 -1.2843 -1.1159 -3.2717
O -2.24822 -1.63550 -2.47958 2.5629 2.0372 -3.2404
H -1.64323 -1.90350 -3.25258 -1.0952 1.4006 1.3564
H -2.41522 -2.49450 -2.24258 -1.3260 -3.3302 2.0717
O 3.21278 -0.91850 0.77642 5.5340 4.5843 -1.4690
H 2.92878 -1.28150 -0.00058 -1.1726 -1.5214 -3.5321
H 2.68277 -1.22850 1.39242 -4.3433 -3.1532 5.2298
O 0.19377 3.52650 -1.32658 -0.1494 0.4411 2.6633
H 0.74977 4.31950 -1.26758 -0.0809 -0.4071 -0.3327
H -0.05623 3.36050 -0.30558 0.3864 -0.0433 -2.3029
O 2.20678 1.45150 1.84542 -0.2802 0.6763 -0.2403
H 2.69577 0.68250 1.53642 0.2537 -0.6673 -1.2240
H 2.40977 1.37250 2.76442 -0.1763 0.2454 1.2222
O -0.47922 2.84350 1.14642 -1.3726 3.0867 1.4637
H 0.31478 2.66850 1.63342 1.4807 -1.2618 0.3071
H -0.76323 3.66550 1.69642 0.0418 -2.0086 -1.6279
O -3.00722 2.37150 -2.70658 -2.8104 0.9200 0.8200
H -3.09922 3.06850 -3.35258 -0.0503 0.2049 -0.1549
H -2.17322 2.02650 -2.86958 2.7697 -1.0798 -0.7105
O 1.62678 -1.68750 -1.39958 3.4626 3.3273 -4.1345
H 1.44878 -1.73650 -2.35858 -0.0393 -0.2513 1.1236
H 1.05478 -2.15150 -0.87658 -3.1469 -3.1031 2.7697
```
Positions in Å, forces in eV/Å.